1.
127
Properties=species:S:1:pos:R:3:lowdin_charge:R:1 method="wB97M-V/def2-TZVPD" homo_energy_ha="-0.2145 / -0.2146" multiplicity=1 molar_mass_da=1541.9 energy_ha=-6050.11275 orbital_gap_ev="5.789 / 5.792"
Pt -0.919 -0.263 -0.867 0.71
C -5.793 4.731 0.765 -0.05
C -4.573 3.914 0.424 -0.26
C -3.297 4.301 0.832 0.02
C -2.184 3.541 0.547 -0.11
C -0.837 4.083 0.940 -0.29
O -0.199 4.768 0.169 0.10
C -0.359 3.872 2.343 -0.14
C -1.019 3.032 3.233 -0.01
C -0.599 2.965 4.556 -0.08
C 0.473 3.732 4.990 -0.09
C 1.153 4.551 4.095 -0.08
C 0.739 4.617 2.776 -0.02
C -2.265 2.335 -0.182 -0.34
O -1.138 1.718 -0.416 -0.30
C -3.551 1.991 -0.695 -0.09
C -4.663 2.770 -0.337 0.03
C -3.744 0.918 -1.672 -0.23
N -2.760 0.206 -2.081 -0.07
C -2.843 -0.710 -3.199 -0.28
C -1.877 -0.266 -4.318 -0.44
Te -0.213 0.969 -3.695 1.33
C -1.299 2.781 -3.626 -0.52
C -2.293 3.068 -4.557 -0.15
C -3.044 4.228 -4.431 -0.10
C -2.796 5.114 -3.390 -0.08
C -1.771 4.851 -2.494 -0.07
C -1.021 3.689 -2.611 -0.14
C -5.117 0.697 -2.231 -0.21
C -5.878 -0.366 -1.756 -0.02
C -7.147 -0.594 -2.269 -0.07
C -7.656 0.233 -3.261 -0.09
C -6.894 1.289 -3.741 -0.07
C -5.626 1.524 -3.226 -0.03
H -5.538 5.550 1.436 0.07
H -6.553 4.119 1.253 0.08
H -6.244 5.162 -0.132 0.08
H -3.173 5.221 1.396 0.13
H -1.868 2.444 2.903 0.12
H -1.118 2.318 5.248 0.10
H 0.777 3.692 6.028 0.10
H 1.992 5.147 4.430 0.10
H 1.229 5.271 2.067 0.12
H -5.639 2.471 -0.697 0.12
H -3.849 -0.775 -3.617 0.11
H -2.563 -1.703 -2.841 0.10
H -2.405 0.326 -5.060 0.03
H -1.452 -1.125 -4.834 0.03
H -2.480 2.408 -5.393 0.09
H -3.822 4.441 -5.155 0.10
H -3.402 6.004 -3.279 0.10
H -1.557 5.532 -1.680 0.10
H -0.250 3.480 -1.880 0.09
H -5.471 -1.004 -0.979 0.11
H -7.737 -1.420 -1.893 0.10
H -8.648 0.056 -3.657 0.10
H -7.289 1.936 -4.514 0.10
H -5.027 2.351 -3.587 0.11
Cl 6.349 -2.781 -3.567 0.69
C 5.149 -3.620 -2.641 -0.65
C 4.283 -2.908 -1.829 -0.07
C 3.321 -3.588 -1.107 -0.03
C 3.225 -4.979 -1.137 -0.20
C 2.234 -5.743 -0.284 -0.27
C 0.748 -5.517 -0.674 -0.03
N 0.397 -4.230 -1.254 -0.05
C 0.689 -3.819 -2.533 -0.04
C 0.223 -2.549 -2.643 -0.11
N -0.368 -2.190 -1.454 -0.11
C -0.249 -3.217 -0.645 -0.15
O 2.446 -5.680 1.127 -0.10
C 2.201 -4.500 1.855 -0.15
C 3.335 -3.552 2.171 -0.24
C 4.649 -3.695 2.006 -0.93
Cl 5.469 -5.114 1.460 0.70
S 5.806 -2.389 2.309 0.95
C 4.627 -1.182 2.972 -0.44
C 2.828 -2.265 2.779 -0.15
C 4.102 -5.654 -1.985 -0.58
Cl 4.053 -7.387 -2.141 0.73
C 5.061 -4.994 -2.737 -0.13
H 4.361 -1.833 -1.768 0.10
H 2.633 -3.005 -0.510 0.12
H 2.411 -6.799 -0.465 0.10
H 0.139 -5.667 0.218 0.14
H 0.472 -6.285 -1.397 0.14
H 1.208 -4.449 -3.233 0.14
H 0.276 -1.882 -3.484 0.06
H -0.642 -3.250 0.356 0.08
H 1.781 -4.829 2.811 0.14
H 1.420 -3.898 1.372 0.10
H 5.179 -0.294 3.274 0.12
H 1.748 -2.271 2.921 0.13
H 5.730 -5.550 -3.377 0.11
Te -2.591 -0.994 1.225 0.81
C -1.591 -1.820 2.893 -1.02
C -0.798 -2.925 3.043 -0.29
C -0.341 -3.141 4.375 -0.23
C -0.800 -2.198 5.240 -0.44
S -1.783 -1.056 4.424 0.89
H -0.565 -3.601 2.234 0.06
H 0.291 -3.968 4.672 0.10
H -0.627 -2.118 6.302 0.06
O 1.354 -0.364 0.006 -0.59
S 1.792 0.860 0.775 1.04
C 3.240 1.467 -0.100 -0.35
C 3.436 1.068 -1.409 -0.08
C 4.547 1.537 -2.099 -0.07
C 5.436 2.401 -1.478 -0.08
C 5.209 2.820 -0.172 -0.07
C 4.103 2.358 0.523 -0.07
C 2.576 0.190 2.227 -0.32
C 3.412 -1.032 2.026 -0.23
C 3.707 -1.878 4.009 -0.22
C 3.092 -0.937 4.996 -0.02
C 2.455 0.201 4.718 -0.06
C 2.161 0.713 3.384 -0.05
H 2.713 0.407 -1.872 0.09
H 4.724 1.219 -3.118 0.11
H 6.306 2.757 -2.013 0.11
H 5.896 3.508 0.304 0.11
H 3.914 2.682 1.540 0.11
H 3.624 -1.185 0.969 0.13
H 4.158 -2.725 4.522 0.14
H 3.189 -1.224 6.037 0.11
H 2.061 0.783 5.541 0.10
H 1.503 1.575 3.337 0.08

2.
27
Properties=species:S:1:pos:R:3:lowdin_charge:R:1 method="wB97M-V/def2-TZVPD" charge=+2 homo_energy_ha=-0.5311 multiplicity=1 molar_mass_da=365.6 energy_ha=-1056.58834 orbital_gap_ev=4.583
O 2.145 -5.962 3.766 0.04
C 1.508 -5.637 2.874 -0.03
Cd -0.816 -4.088 -0.629 1.28
C -2.535 -4.543 0.597 0.03
C 0.139 -5.270 -2.091 0.04
O -3.599 -4.677 1.105 0.18
O 0.550 -5.819 -3.076 0.18
N 2.276 6.523 0.661 0.19
C 1.798 5.453 0.497 -0.14
C 1.216 4.139 0.304 -0.19
C 2.065 3.025 0.341 0.01
C 1.549 1.758 0.104 0.01
C 0.171 1.668 -0.026 -0.21
C -0.705 2.735 -0.053 0.01
C -0.163 3.989 0.136 0.02
N -0.443 0.437 -0.278 0.02
C -1.728 0.186 -0.816 -0.01
C -1.835 -1.116 -0.912 -0.19
N -0.645 -1.761 -0.594 -0.10
C 0.188 -0.779 -0.139 -0.07
H 3.122 3.146 0.526 0.13
H 2.191 0.892 -0.024 0.11
H -1.762 2.604 -0.244 0.11
H -0.803 4.853 0.143 0.13
H -2.449 0.967 -1.177 0.16
H -2.668 -1.792 -1.208 0.11
H 1.232 -0.931 0.213 0.15

3.
143
Properties=species:S:1:pos:R:3:lowdin_charge:R:1 method="wB97M-V/def2-TZVPD" charge=+1 homo_energy_ha="-0.3665 / -0.3771" multiplicity=2 molar_mass_da=1197.6 energy_ha=-4194.08075 orbital_gap_ev="7.137 / 6.613"
Ir 0.072 0.475 0.953 1.02
C 1.301 -1.193 3.541 -0.19
Si 1.617 -1.132 1.676 0.57
C 3.337 -0.478 1.161 -0.29
C 4.520 -1.200 1.318 -0.08
C 5.728 -0.734 0.815 -0.07
C 5.769 0.455 0.105 -0.07
C 4.613 1.204 -0.046 -0.07
C 3.410 0.758 0.494 -0.35
P 1.925 1.792 0.679 0.93
C 2.513 2.826 2.129 -0.37
C 2.638 2.080 3.469 -0.18
C 1.437 2.349 4.370 -0.19
C 1.395 3.828 4.785 -0.18
C 2.023 4.727 3.713 -0.19
C 1.775 4.167 2.314 -0.20
C 1.710 3.103 -0.589 -0.40
C 1.138 2.573 -1.901 -0.23
C 0.909 3.727 -2.873 -0.17
C 2.239 4.422 -3.238 -0.18
C 3.371 4.034 -2.284 -0.20
C 2.901 4.070 -0.832 -0.18
C 1.666 -3.009 1.255 -0.22
C 2.399 -3.665 2.259 -0.12
C 2.579 -5.036 2.317 -0.05
C 1.967 -5.837 1.370 -0.05
C 1.234 -5.231 0.368 -0.09
C 1.102 -3.839 0.276 -0.29
P 0.220 -3.381 -1.237 1.21
C 1.025 -4.261 -2.666 -0.33
C 0.971 -3.496 -4.018 -0.17
C 1.082 -4.437 -5.226 -0.18
C 2.067 -5.558 -4.925 -0.19
C 1.520 -6.440 -3.790 -0.17
C 0.511 -5.690 -2.910 -0.20
C -1.433 -4.142 -1.074 -0.35
C -2.364 -3.979 -2.305 -0.16
C -3.636 -3.220 -1.947 -0.18
C -4.433 -3.933 -0.851 -0.16
C -3.517 -4.567 0.211 -0.16
C -2.149 -3.892 0.263 -0.17
H 2.216 -1.108 4.130 0.04
H 0.803 -2.125 3.810 0.04
H 0.643 -0.376 3.835 0.02
H 4.513 -2.154 1.830 0.09
H 6.632 -1.312 0.963 0.11
H 6.700 0.809 -0.321 0.11
H 4.661 2.144 -0.582 0.09
H 3.531 3.053 1.795 0.11
H 3.540 2.442 3.971 0.13
H 2.805 1.016 3.313 0.07
H 1.473 1.708 5.253 0.11
H 0.521 2.094 3.833 0.07
H 1.921 3.968 5.732 0.11
H 0.359 4.125 4.957 0.11
H 3.101 4.819 3.878 0.11
H 1.619 5.738 3.783 0.11
H 2.117 4.883 1.568 0.10
H 0.702 4.035 2.172 0.06
H 0.897 3.669 -0.118 0.10
H 0.206 2.037 -1.700 0.10
H 1.831 1.860 -2.342 0.07
H 0.220 4.438 -2.409 0.12
H 0.410 3.365 -3.773 0.11
H 2.106 5.506 -3.209 0.11
H 2.529 4.179 -4.261 0.11
H 4.216 4.712 -2.415 0.12
H 3.741 3.033 -2.528 0.10
H 2.582 5.088 -0.599 0.12
H 3.737 3.868 -0.162 0.09
H 2.844 -3.077 3.052 0.09
H 3.173 -5.471 3.110 0.12
H 2.052 -6.914 1.405 0.12
H 0.761 -5.877 -0.359 0.08
H 2.067 -4.329 -2.340 0.12
H 1.803 -2.796 -4.062 0.09
H 0.053 -2.911 -4.108 0.10
H 1.400 -3.854 -6.091 0.12
H 0.108 -4.860 -5.482 0.12
H 3.026 -5.117 -4.635 0.11
H 2.260 -6.158 -5.813 0.11
H 2.339 -6.801 -3.165 0.11
H 1.027 -7.323 -4.199 0.12
H 0.362 -6.269 -2.000 0.09
H -0.461 -5.638 -3.405 0.11
H -1.130 -5.194 -1.047 0.10
H -2.634 -4.980 -2.654 0.12
H -1.854 -3.501 -3.145 0.10
H -4.249 -3.083 -2.838 0.13
H -3.356 -2.227 -1.607 0.06
H -5.066 -4.707 -1.292 0.11
H -5.105 -3.212 -0.381 0.10
H -3.367 -5.630 -0.005 0.12
H -3.986 -4.520 1.194 0.11
H -1.550 -4.308 1.075 0.12
H -2.263 -2.827 0.464 0.09
O -4.027 0.042 -1.940 0.06
C -4.597 -0.279 -0.758 -0.28
C -5.990 -0.275 -0.702 0.00
C -6.638 -0.592 0.475 -0.06
C -5.918 -0.905 1.627 -0.08
C -4.541 -0.889 1.582 -0.02
C -3.863 -0.593 0.395 -0.10
C -2.394 -0.570 0.417 -0.47
O -1.769 -0.383 1.510 -0.14
N -1.737 -0.800 -0.716 0.02
N -0.380 -0.714 -0.582 -0.20
C 0.191 -1.546 -1.634 -0.31
C 1.546 -1.163 -2.166 -0.32
C 1.658 -0.257 -3.208 -0.04
C 2.901 -0.074 -3.791 -0.04
C 3.975 -0.803 -3.312 -0.03
C 3.766 -1.675 -2.255 -0.11
N 2.576 -1.858 -1.695 0.12
H -3.068 -0.115 -1.871 0.07
H -6.538 -0.021 -1.599 0.12
H -7.720 -0.592 0.499 0.11
H -6.433 -1.149 2.546 0.11
H -3.953 -1.103 2.466 0.12
H -0.537 -1.486 -2.449 0.12
H 0.782 0.265 -3.574 0.13
H 3.023 0.613 -4.620 0.12
H 4.960 -0.706 -3.749 0.11
H 4.579 -2.263 -1.849 0.12
C -5.639 7.419 1.616 -0.04
C -6.023 7.884 2.993 -0.73
O -6.816 8.755 3.214 0.02
S -5.258 7.101 4.424 1.03
C -4.159 5.899 3.714 -0.55
C -4.600 4.598 3.488 -0.09
C -3.740 3.653 2.957 -0.01
C -2.421 3.997 2.649 -0.24
C -1.980 5.300 2.889 -0.02
C -2.841 6.241 3.424 -0.09
C -1.534 3.008 2.114 -0.10
C -0.804 2.163 1.635 -0.19
H -6.222 7.985 0.894 0.09
H -5.831 6.352 1.504 0.08
H -4.574 7.578 1.445 0.08
H -5.620 4.332 3.732 0.11
H -4.077 2.640 2.778 0.12
H -0.956 5.567 2.657 0.11
H -2.499 7.249 3.619 0.11

4.
46
Properties=species:S:1:pos:R:3:lowdin_charge:R:1 method="wB97M-V/def2-TZVPD" charge=+1 homo_energy_ha="-0.4182 / -0.4185" multiplicity=4 molar_mass_da=390.7 energy_ha=-2961.23910 orbital_gap_ev="6.623 / 7.410"
Cr -0.015 0.249 -0.036 0.22
H 1.497 -0.887 1.102 0.10
H 0.950 -0.887 1.641 0.10
P 1.181 -0.568 -1.730 0.72
P -1.836 -0.234 1.214 0.70
C -2.924 1.208 1.417 -0.21
H -3.669 1.022 2.199 0.07
H -2.312 2.085 1.664 0.04
H -3.423 1.386 0.460 0.06
C -2.948 -1.637 0.920 -0.23
H -2.379 -2.573 0.978 0.06
H -3.770 -1.646 1.648 0.07
H -3.347 -1.522 -0.096 0.05
C -1.247 -0.513 2.926 -0.25
H -0.611 0.315 3.267 0.05
H -2.108 -0.603 3.600 0.06
H -0.654 -1.434 2.974 0.04
C 0.435 -1.828 -2.814 -0.24
H 1.075 -2.051 -3.678 0.07
H 0.263 -2.743 -2.235 0.05
H -0.530 -1.443 -3.158 0.05
C 1.668 0.755 -2.882 -0.23
H 2.159 1.544 -2.301 0.06
H 2.340 0.373 -3.661 0.07
H 0.760 1.168 -3.333 0.06
C 2.778 -1.313 -1.255 -0.25
H 2.598 -2.215 -0.658 0.05
H 3.360 -1.567 -2.151 0.07
H 3.333 -0.593 -0.641 0.06
C 0.105 2.237 -0.404 -0.21
O 0.179 3.200 -1.058 0.15
H -1.376 -0.058 -0.747 0.00
Cl 2.114 5.730 6.828 0.72
C 1.832 4.784 5.430 -0.67
C 2.844 4.655 4.464 -0.08
C 2.594 3.918 3.302 0.00
C 1.343 3.345 3.083 -0.14
C 0.352 3.455 4.065 -0.02
C 0.588 4.162 5.245 -0.08
C 1.025 2.721 1.753 -0.52
O 1.890 2.275 0.951 0.00
O -0.236 2.719 1.443 -0.07
H 3.798 5.153 4.620 0.11
H 3.359 3.815 2.537 0.12
H -0.625 3.017 3.884 0.11
H -0.184 4.264 6.005 0.11